39
Properties=species:S:1:pos:R:3:mulliken_charge:R:1 method="wB97M-V/def2-TZVPD" relative_energy_kj_mol=0.00 orbital_gap_ha=0.3467 e_tot_ha=-5778.9723 charge=-2
Zn 12.06 9.32 19.02 1.74
C 14.82 7.05 21.10 0.64
F 15.90 6.38 21.54 -0.25
F 13.93 6.16 20.66 -0.20
F 14.28 7.70 22.14 -0.25
S 15.28 8.20 19.75 1.08
O 15.74 7.30 18.72 -0.72
O 14.02 8.88 19.48 -0.66
O 16.30 9.04 20.32 -0.71
C 8.66 11.96 18.98 0.55
F 9.42 12.21 20.04 -0.21
F 7.41 12.38 19.22 -0.24
F 9.11 12.69 17.94 -0.23
S 8.69 10.18 18.56 1.16
O 7.91 9.57 19.61 -0.73
O 8.13 10.10 17.23 -0.72
O 10.12 9.89 18.62 -0.60
C 12.78 13.06 16.95 0.59
F 11.52 12.97 16.50 -0.21
F 13.51 12.14 16.27 -0.24
F 13.25 14.27 16.63 -0.25
S 12.86 12.76 18.76 1.12
O 14.22 13.05 19.12 -0.71
O 11.86 13.67 19.26 -0.65
O 12.51 11.35 18.83 -0.62
C 9.55 6.25 17.92 0.56
F 9.16 5.07 17.38 -0.24
F 9.70 7.14 16.94 -0.22
F 8.56 6.66 18.72 -0.23
S 11.12 6.02 18.84 1.16
O 11.98 5.42 17.84 -0.73
O 11.52 7.40 19.17 -0.64
O 10.77 5.22 19.97 -0.69
O 12.56 9.11 16.95 -0.28
H 13.33 8.71 16.54 0.21
H 12.05 9.55 16.26 0.23
O 11.77 9.56 21.08 -0.29
H 11.22 8.90 21.50 0.25
H 12.14 10.11 21.77 0.22